No. 1
A molecular structure, C37H44N5OSSiV. Source: OMol25; level of theory: ωB97M-V/def2-TZVPD.

Structure (XYZ):
```
90
Properties=species:S:1:pos:R:3:forces:R:3
V 0.214 -0.110 1.039 0.39 -0.02 -0.04
C -4.106 0.713 -0.455 0.00 -0.01 -0.01
C -2.969 0.610 -1.445 -0.01 0.05 0.01
C -2.633 -0.657 -1.956 0.01 0.04 0.00
C -3.506 -1.824 -1.556 0.01 -0.01 0.02
C -1.590 -0.783 -2.883 0.02 -0.01 0.02
C -1.215 -2.116 -3.487 0.02 0.00 0.02
C -0.902 0.362 -3.310 0.00 0.01 0.02
C 0.200 0.274 -4.340 -0.01 0.01 0.00
C -1.266 1.623 -2.834 0.00 0.00 -0.02
C -0.575 2.844 -3.388 -0.03 0.00 -0.04
C -2.311 1.753 -1.912 -0.01 0.01 -0.01
C -2.759 3.145 -1.531 0.00 0.00 -0.03
H -5.072 0.794 -0.961 0.00 0.00 0.00
H -4.001 1.572 0.202 0.00 -0.01 0.00
H -4.158 -0.167 0.185 0.00 0.00 0.00
H -3.426 -2.051 -0.491 0.01 -0.02 0.02
H -3.275 -2.736 -2.093 -0.01 0.00 -0.02
H -4.555 -1.592 -1.750 0.00 -0.01 0.01
H -1.532 -2.172 -4.531 0.00 -0.01 0.00
H -1.654 -2.958 -2.964 0.00 -0.02 0.02
H -0.136 -2.265 -3.469 0.01 0.00 0.00
H 0.036 0.991 -5.145 0.00 0.00 0.00
H 0.274 -0.707 -4.794 -0.01 -0.01 -0.01
H 1.172 0.508 -3.898 0.00 -0.01 0.00
H -1.013 3.130 -4.350 -0.01 0.00 0.00
H 0.483 2.662 -3.561 -0.03 0.01 -0.02
H -0.650 3.704 -2.728 0.01 -0.01 0.00
H -3.047 3.707 -2.422 0.00 0.01 0.01
H -1.950 3.705 -1.052 0.01 0.00 0.00
H -3.617 3.141 -0.864 -0.02 -0.01 -0.01
C 1.580 2.929 -0.794 0.02 -0.03 0.06
Si 2.692 2.007 0.404 0.06 0.05 0.01
C 4.414 2.179 -0.318 -0.01 -0.02 -0.02
C 2.689 2.846 2.085 -0.01 0.01 0.00
N 2.112 0.374 0.563 -0.23 -0.04 -0.06
C 2.897 -0.763 0.647 0.04 -0.04 -0.02
C 4.260 -0.801 0.979 -0.02 0.04 0.05
C 4.953 -1.993 1.109 0.00 -0.02 0.01
C 4.313 -3.210 0.937 0.00 0.02 0.00
C 2.964 -3.222 0.611 -0.04 0.00 0.00
C 2.303 -2.022 0.450 0.00 -0.02 -0.04
O 0.908 -1.938 0.163 -0.02 0.10 0.18
C 0.175 -3.092 -0.124 0.02 -0.06 -0.05
C -0.956 -3.347 0.630 0.00 0.02 0.02
C -1.714 -4.478 0.358 -0.03 0.00 -0.03
C -1.333 -5.342 -0.656 -0.01 0.01 -0.01
C -0.200 -5.064 -1.411 -0.02 0.01 -0.02
C 0.556 -3.932 -1.157 0.01 0.05 -0.03
H 1.673 4.009 -0.646 0.00 0.01 -0.01
H 0.526 2.663 -0.723 0.00 0.01 0.02
H 1.905 2.713 -1.814 0.01 -0.01 0.03
H 4.493 3.187 -0.735 0.01 0.00 -0.01
H 4.590 1.474 -1.134 0.00 -0.01 0.01
H 5.220 2.068 0.408 0.00 0.00 0.00
H 3.076 3.866 2.018 -0.01 0.01 0.01
H 3.329 2.294 2.779 0.00 0.00 0.00
H 1.689 2.888 2.522 -0.02 -0.01 -0.01
H 4.774 0.130 1.168 0.00 0.01 -0.01
H 6.003 -1.966 1.371 0.00 0.00 0.00
H 4.844 -4.143 1.063 0.00 0.00 0.00
H 2.445 -4.162 0.496 -0.01 -0.02 -0.02
H -1.244 -2.675 1.433 0.00 0.00 -0.01
H -2.599 -4.682 0.945 0.00 0.00 0.00
H -1.917 -6.229 -0.860 0.00 0.00 0.00
H 0.094 -5.730 -2.211 0.00 0.00 0.00
H 1.434 -3.701 -1.745 0.01 0.00 0.00
S -1.229 1.927 1.277 -0.14 -0.07 0.00
C -1.239 3.125 2.465 -0.01 -0.02 0.01
N -1.935 4.262 2.143 0.02 -0.01 0.02
C -2.055 5.316 2.971 0.00 0.01 -0.01
C -1.456 5.266 4.192 0.01 0.00 0.02
C -0.753 4.089 4.487 0.00 0.00 -0.03
N -0.650 3.062 3.670 0.05 0.01 0.01
H -2.361 4.278 1.223 0.00 0.00 -0.01
H -2.628 6.156 2.606 0.00 0.00 0.00
H -1.521 6.086 4.889 0.00 0.00 0.00
H -0.249 3.986 5.442 0.00 0.00 0.00
N 1.913 -5.061 4.865 0.00 0.00 0.00
C 1.629 -3.957 4.732 -0.01 0.00 0.00
C 1.264 -2.579 4.556 0.03 0.01 0.00
C 1.278 -1.678 5.615 0.01 -0.01 -0.01
C 0.926 -0.366 5.360 -0.02 -0.01 0.01
C 0.566 0.001 4.076 0.12 0.01 -0.01
N 0.549 -0.866 3.052 -0.15 0.00 -0.04
C 0.897 -2.133 3.295 0.02 -0.01 -0.01
H 1.562 -2.006 6.605 0.01 0.00 0.00
H 0.929 0.374 6.147 0.00 0.00 0.00
H 0.298 1.023 3.846 -0.06 0.01 0.00
H 0.901 -2.821 2.463 -0.03 0.00 0.02
```
Forces are in eV/Å.

Computed properties:
Relative energy (zero: lowest compared OMol25 entry of this formula, charge and spin) in eV: 0.416
Total charge: +1
Frontier orbital gap (alpha / beta) in eV: 5.8392 / 6.1547
Highest occupied orbital energy (alpha / beta) in eV: -9.4 / -9.8
2S+1: 4
LUMO level (alpha / beta) in eV: -3.5993 / -3.5962


No. 2
A molecular structure, C37H45AsBaF6N3P2SeSi2. Source: OMol25; level of theory: ωB97M-V/def2-TZVPD.

Structure (XYZ):
```
98
Properties=species:S:1:pos:R:3:forces:R:3
Ba 0.461 0.620 -1.262 -0.72 0.81 0.94
C -3.672 -3.211 -0.056 -0.03 -0.01 0.01
N -2.287 -2.830 0.202 -0.02 -0.06 0.08
P -1.575 -2.848 1.756 -0.03 -0.05 -0.09
C -2.495 -1.700 2.837 -0.02 0.04 -0.06
C -1.732 -0.696 3.427 -0.05 0.11 -0.03
C -2.305 0.171 4.352 0.03 0.06 -0.05
C -3.645 0.046 4.674 -0.02 0.04 -0.02
C -4.423 -0.938 4.070 0.01 0.02 0.02
C -3.849 -1.812 3.164 0.00 0.00 0.01
C -2.160 -4.440 2.477 0.00 0.02 0.01
C -2.273 -4.572 3.863 0.01 0.00 0.00
C -2.570 -5.796 4.443 0.00 0.00 0.00
C -2.764 -6.919 3.649 -0.01 0.00 0.00
C -2.651 -6.803 2.272 0.00 -0.01 -0.01
C -2.348 -5.578 1.693 0.03 -0.01 0.01
P -1.053 -2.703 -1.005 0.06 0.00 -0.13
C -0.561 -4.486 -1.159 -0.01 0.01 0.07
C 0.522 -4.912 -0.392 -0.02 0.00 0.01
C 0.851 -6.259 -0.311 -0.01 -0.01 0.00
C 0.101 -7.199 -1.000 0.00 -0.01 0.00
C -0.970 -6.785 -1.783 -0.01 0.00 -0.01
C -1.295 -5.439 -1.865 -0.02 -0.01 0.02
C -1.851 -2.507 -2.630 0.03 -0.12 -0.01
C -1.047 -2.884 -3.709 -0.01 -0.02 -0.04
C -1.464 -2.670 -5.011 0.01 0.00 -0.01
C -2.697 -2.078 -5.251 -0.02 0.01 0.02
C -3.480 -1.666 -4.188 -0.01 -0.01 -0.04
C -3.051 -1.855 -2.881 0.00 0.09 0.07
H -4.040 -3.857 0.744 -0.01 0.02 -0.02
H -3.752 -3.762 -0.995 -0.01 0.03 0.00
H -4.315 -2.330 -0.116 0.00 0.00 0.00
H -0.692 -0.566 3.145 0.03 0.00 -0.01
H -1.700 0.954 4.791 0.00 0.02 -0.01
H -4.096 0.729 5.384 0.00 0.01 0.01
H -5.476 -1.023 4.311 0.00 0.00 0.00
H -4.450 -2.599 2.724 0.01 0.01 -0.01
H -2.132 -3.704 4.496 0.00 0.00 0.01
H -2.654 -5.871 5.521 0.00 0.00 0.00
H -3.000 -7.874 4.101 0.00 0.00 0.00
H -2.795 -7.669 1.636 0.00 -0.01 0.00
H -2.258 -5.510 0.617 0.04 0.00 -0.05
H 1.102 -4.183 0.159 0.01 0.02 0.01
H 1.692 -6.570 0.297 0.01 0.00 0.00
H 0.353 -8.251 -0.935 0.00 -0.01 0.00
H -1.553 -7.515 -2.333 0.00 0.00 -0.01
H -2.123 -5.121 -2.487 0.00 0.00 -0.01
H -0.073 -3.330 -3.534 -0.01 0.00 -0.01
H -0.814 -2.945 -5.833 0.00 0.00 0.00
H -3.020 -1.890 -6.268 -0.01 0.00 0.00
H -4.399 -1.123 -4.365 0.00 0.01 0.01
H -3.624 -1.427 -2.073 0.00 -0.01 0.00
C 2.082 -2.238 1.689 0.03 0.04 0.02
Si 2.889 -0.605 2.121 0.17 0.07 -0.09
C 4.113 -0.195 0.752 0.09 -0.03 0.09
C 3.931 -0.994 3.663 -0.02 -0.05 0.01
N 1.700 0.620 2.173 -0.41 -0.12 -0.23
C 1.538 1.653 2.972 0.13 0.19 0.06
C 2.430 1.907 4.075 -0.08 0.05 -0.01
C 2.380 3.022 4.862 0.06 -0.02 0.04
C 1.412 4.015 4.607 -0.05 0.07 0.00
C 0.499 3.824 3.611 0.13 0.06 0.00
C 0.431 2.643 2.783 0.05 -0.03 0.18
N -0.548 2.442 1.934 0.04 -0.26 -0.11
Si -1.978 3.397 1.711 0.03 -0.03 -0.08
C -2.748 4.269 3.229 0.03 -0.04 0.02
C -3.362 2.304 1.110 -0.14 0.00 -0.17
C -1.602 4.769 0.484 -0.01 0.00 -0.06
H 2.850 -2.985 1.466 0.01 0.01 -0.01
H 1.449 -2.123 0.808 -0.02 -0.03 -0.03
H 1.449 -2.617 2.494 0.00 -0.01 0.00
H 5.137 -0.448 1.043 0.01 -0.02 0.01
H 4.091 0.867 0.504 0.01 0.02 0.01
H 3.894 -0.750 -0.159 0.00 0.02 -0.02
H 4.529 -1.886 3.449 -0.01 -0.03 -0.01
H 3.311 -1.209 4.538 -0.01 0.02 0.02
H 4.621 -0.190 3.922 0.04 -0.03 -0.01
H 3.198 1.173 4.263 -0.03 0.03 0.02
H 3.100 3.153 5.663 0.00 0.00 0.00
H 1.395 4.927 5.194 0.00 0.01 -0.01
H -0.223 4.601 3.409 0.07 0.00 -0.03
H -3.391 3.577 3.775 -0.01 -0.08 0.06
H -3.392 5.060 2.832 -0.05 -0.01 0.00
H -2.065 4.727 3.943 -0.06 0.00 0.00
H -3.310 1.320 1.581 0.05 -0.06 0.07
H -3.312 2.149 0.028 0.11 -0.08 -0.04
H -4.341 2.734 1.347 0.02 0.07 0.04
H -0.827 5.442 0.867 -0.02 -0.03 -0.02
H -2.500 5.358 0.276 -0.03 0.04 0.03
H -1.273 4.348 -0.468 0.03 -0.05 0.00
F 2.167 -1.123 -1.947 0.57 -0.64 -0.26
As 3.219 -0.450 -3.227 -0.09 -0.04 -0.01
F 3.510 0.896 -2.148 0.05 -0.03 -0.06
F 4.554 -1.310 -2.558 -0.01 0.02 -0.05
F 1.799 0.418 -3.759 0.08 -0.04 -0.14
F 2.802 -1.783 -4.236 0.08 0.04 0.02
F 4.201 0.255 -4.452 -0.04 0.00 0.02
Se -2.052 1.276 -2.496 -0.02 0.05 0.08
```
Forces are in eV/Å.

Computed properties:
Relative energy (zero: lowest compared OMol25 entry of this formula, charge and spin) in eV: 0.503
Total charge: -2
Frontier orbital gap (alpha / beta) in eV: 4.2731 / 4.2722
Highest occupied orbital energy (alpha / beta) in eV: -0.5 / -0.5
2S+1: 2
LUMO level (alpha / beta) in eV: 3.8206 / 3.8205